# 1
Molecular formula: C36H62F2O21Si2
Method: DFT, ωB97M-V/def2-TZVPD

Atoms and positions in Å:
C  4.432  0.138  3.852
C  3.783  1.090  2.644
O  3.271  0.434  1.600
O  3.879  2.547  2.812
C  2.672  3.251  2.354
C  2.104  4.111  3.670
C  0.724  4.957  3.277
C  -0.368  4.928  4.520
C  -1.872  5.432  3.989
Si  -3.258  4.181  4.496
O  -4.212  3.581  3.113
Si  -5.872  4.150  3.468
C  -6.942  4.442  1.895
C  -6.978  3.197  0.831
F  -5.730  3.016  0.041
C  -6.783  3.078  4.790
C  -6.723  1.460  4.526
C  -8.032  0.894  3.659
F  -5.417  0.983  3.971
H  4.996  0.783  4.673
H  5.262  -0.591  3.401
H  3.569  -0.502  4.324
H  1.810  2.564  1.963
H  2.994  3.996  1.510
H  1.796  3.280  4.468
H  2.939  4.842  4.105
H  1.045  6.076  3.059
H  0.218  4.559  2.277
H  -0.484  3.882  5.033
H  0.072  5.658  5.352
H  -1.823  5.661  2.833
H  -2.039  6.484  4.522
H  -4.090  4.866  5.505
H  -2.568  3.005  5.058
H  -5.678  5.484  4.091
H  -6.596  5.409  1.298
H  -8.044  4.686  2.280
H  -7.825  3.466  0.034
H  -7.284  2.161  1.281
H  -6.277  3.290  5.838
H  -7.921  3.396  4.759
H  -6.824  0.941  5.596
H  -8.624  0.061  4.247
H  -7.641  0.475  2.624
H  -8.801  1.774  3.425
C  -0.791  -2.790  5.795
C  -0.297  -1.361  5.949
C  -0.251  -0.590  4.666
O  0.750  0.378  4.926
C  1.606  -0.200  5.821
O  2.709  0.239  6.106
O  1.065  -1.336  6.355
H  -0.883  -3.079  4.743
H  -0.120  -3.506  6.282
H  -1.787  -2.897  6.237
H  -0.881  -0.840  6.720
H  -1.205  -0.111  4.427
H  0.074  -1.189  3.808
C  0.974  -2.381  -2.328
C  0.087  -2.375  -1.095
C  -0.301  -1.004  -0.629
O  -0.543  -1.208  0.752
C  0.270  -2.240  1.127
O  0.507  -2.549  2.284
O  0.784  -2.881  0.035
H  1.321  -1.375  -2.587
H  1.856  -3.015  -2.190
H  0.416  -2.752  -3.195
H  -0.790  -3.015  -1.256
H  -1.195  -0.625  -1.132
H  0.504  -0.267  -0.725
C  -0.513  -2.028  -7.001
C  -0.206  -0.667  -6.400
C  1.102  -0.085  -6.843
O  1.436  0.773  -5.765
C  0.871  0.214  -4.653
O  1.132  0.541  -3.506
O  -0.023  -0.762  -4.994
H  0.347  -2.440  -7.540
H  -0.808  -2.752  -6.236
H  -1.327  -1.946  -7.729
H  -1.042  0.023  -6.578
H  1.020  0.476  -7.778
H  1.900  -0.830  -6.940
C  -0.576  -7.456  2.496
C  -0.287  -7.141  1.039
C  -0.182  -5.676  0.739
O  -0.532  -5.618  -0.633
C  -1.388  -6.662  -0.845
O  -2.075  -6.800  -1.844
O  -1.374  -7.530  0.210
H  -0.820  -6.554  3.068
H  -1.410  -8.156  2.603
H  0.307  -7.897  2.971
H  0.600  -7.692  0.700
H  0.826  -5.284  0.903
H  -0.900  -5.064  1.297
C  6.039  -0.878  0.086
C  6.890  -2.088  0.432
C  6.992  -3.098  -0.670
O  7.250  -4.298  0.037
C  6.652  -4.150  1.257
O  6.464  -5.058  2.050
O  6.290  -2.850  1.471
H  5.504  -1.012  -0.860
H  5.298  -0.667  0.863
H  6.671  0.008  -0.036
H  7.878  -1.767  0.786
H  7.801  -2.876  -1.372
H  6.059  -3.230  -1.229
C  1.239  3.917  -11.478
C  2.090  2.707  -11.132
C  2.192  1.696  -12.234
O  2.450  0.496  -11.526
C  1.852  0.644  -10.306
O  1.664  -0.264  -9.513
O  1.490  1.945  -10.093
H  0.704  3.783  -12.424
H  0.498  4.128  -10.701
H  1.871  4.803  -11.600
H  3.078  3.027  -10.777
H  3.001  1.919  -12.936
H  1.259  1.564  -12.793

Values from the calculation:
Highest occupied orbital energy = -9.8 eV


# 2
Molecular formula: C36H62F7N2O32S4Y
Method: DFT, ωB97M-V/def2-TZVPD

Atoms and positions in Å:
Y  5.793  -0.036  3.020
C  2.052  -2.302  6.808
O  1.873  -0.908  6.738
O  3.264  -2.402  6.095
C  1.935  -3.020  8.185
F  0.717  -3.268  8.652
F  2.569  -4.178  8.158
F  2.593  -2.342  9.123
C  0.528  -0.554  7.133
C  0.360  1.035  6.983
H  0.288  1.473  7.978
H  1.080  1.558  6.353
H  -0.615  1.219  6.531
H  0.222  -0.885  8.125
H  -0.212  -0.953  6.439
H  1.285  -2.668  6.126
N  1.993  1.062  0.804
S  0.932  0.297  -0.010
O  0.893  0.391  -1.492
O  -0.322  -0.104  0.644
F  1.775  -1.090  0.052
S  1.141  2.540  0.368
O  -0.192  2.797  0.807
O  1.492  3.146  -0.916
F  2.098  3.394  1.356
N  7.719  -2.025  -0.492
S  8.678  -3.229  -0.769
O  10.122  -2.871  -0.969
O  8.087  -4.450  -1.326
F  8.719  -3.599  0.772
S  7.549  -1.808  -2.209
O  6.572  -2.659  -2.826
O  8.724  -1.472  -3.018
F  6.705  -0.452  -2.094
O  8.766  4.318  1.961
C  9.053  5.489  1.700
O  10.005  6.196  2.322
C  11.025  5.501  3.079
C  12.285  6.386  3.165
C  8.461  6.338  0.617
H  11.252  4.574  2.553
H  10.558  5.255  4.033
H  12.912  6.066  3.998
H  11.923  7.393  3.372
H  12.789  6.454  2.201
H  8.342  7.372  0.941
H  7.577  5.858  0.198
H  9.084  6.347  -0.277
O  -8.258  -0.896  5.683
C  -7.072  -0.569  5.687
O  -6.093  -1.042  6.552
C  -6.424  -1.865  7.604
C  -6.682  -3.319  7.207
C  -6.427  0.438  4.696
H  -7.355  -1.508  8.044
H  -5.681  -1.906  8.400
H  -5.763  -3.659  6.730
H  -7.568  -3.472  6.591
H  -6.920  -3.874  8.115
H  -5.763  -0.119  4.036
H  -6.038  1.345  5.161
H  -7.232  0.807  4.061
O  -1.197  -8.196  -3.266
C  -0.395  -8.777  -3.981
O  -0.678  -9.767  -4.865
C  -2.047  -10.096  -5.135
C  -1.941  -10.996  -6.231
C  1.097  -8.667  -3.750
H  -2.675  -9.258  -5.436
H  -2.580  -10.555  -4.302
H  -2.894  -11.081  -6.752
H  -1.657  -11.976  -5.845
H  -1.260  -10.757  -7.047
H  1.207  -7.999  -2.895
H  1.399  -8.266  -4.717
H  1.609  -9.596  -3.499
O  5.716  4.265  6.526
C  5.895  4.947  7.557
O  6.097  6.250  7.678
C  5.819  7.212  6.667
C  5.583  8.645  7.134
C  6.102  4.184  8.868
H  5.047  7.033  5.919
H  6.765  7.271  6.129
H  4.621  8.780  7.629
H  5.608  9.394  6.343
H  6.395  8.766  7.851
H  6.994  4.614  9.323
H  6.207  3.100  8.842
H  5.333  4.524  9.562
O  -8.576  -8.708  -2.729
C  -9.192  -7.844  -2.175
O  -8.690  -6.959  -1.253
C  -7.372  -6.977  -0.757
C  -7.199  -5.825  0.169
C  -10.684  -7.749  -2.232
H  -6.719  -6.905  -1.626
H  -7.143  -7.905  -0.232
H  -7.774  -6.034  1.071
H  -7.649  -4.943  -0.289
H  -6.145  -5.671  0.400
H  -11.085  -8.694  -2.597
H  -10.892  -7.128  -3.104
H  -11.193  -7.368  -1.347
C  -0.877  5.321  -7.575
C  0.154  6.395  -7.941
O  -0.210  6.636  -9.314
C  -1.130  5.798  -9.755
O  -1.497  5.726  -10.956
O  -1.520  4.947  -8.779
H  -1.613  5.698  -6.865
H  -0.216  4.561  -7.160
H  1.172  6.028  -7.813
H  0.106  7.339  -7.398
C  1.751  -1.097  -10.490
C  2.376  -1.229  -9.154
O  3.693  -1.596  -9.632
C  3.572  -2.305  -10.819
O  4.459  -2.909  -11.381
O  2.336  -2.036  -11.320
H  2.014  -0.178  -11.014
H  0.681  -1.245  -10.339
H  1.953  -1.936  -8.439
H  2.487  -0.245  -8.699
C  -5.454  -1.677  -4.243
C  -6.742  -2.224  -4.625
O  -7.670  -1.455  -3.922
C  -7.128  -0.257  -3.677
O  -7.810  0.726  -3.357
O  -5.786  -0.371  -3.868
H  -4.793  -1.603  -5.106
H  -4.929  -2.169  -3.424
H  -6.706  -3.289  -4.393
H  -6.878  -2.132  -5.702
C  -5.329  8.182  -1.347
C  -6.485  8.149  -0.435
O  -7.535  8.191  -1.325
C  -7.207  7.908  -2.522
O  -8.027  7.775  -3.459
O  -5.859  7.869  -2.629
H  -4.513  7.512  -1.077
H  -4.941  9.194  -1.464
H  -6.475  9.006  0.239
H  -6.453  7.156  0.014

Values from the calculation:
Energy above the lowest of the compared OMol25 structures with the same formula, charge and spin = 23.719 eV
Highest occupied orbital energy = -9.7 eV


# 3
Molecular formula: C36H63Br24NO4
Method: DFT, ωB97M-V/def2-TZVPD

Atoms and positions in Å:
C  0.534  5.438  -3.005
C  0.010  4.019  -3.591
O  0.176  3.013  -2.859
O  -0.633  4.047  -4.850
C  -0.436  2.821  -5.604
C  0.947  2.772  -6.442
C  1.915  1.740  -5.652
N  3.347  1.779  -6.126
C  3.985  0.604  -5.501
O  4.857  0.813  -4.603
O  3.609  -0.670  -5.993
C  3.568  -1.670  -4.953
C  2.238  -1.979  -4.175
C  2.260  -3.099  -3.106
C  3.587  -3.852  -2.850
C  4.932  -3.556  -3.595
C  4.900  -2.440  -4.670
H  -0.427  6.063  -2.841
H  1.184  5.959  -3.785
H  1.099  5.282  -2.016
H  -1.317  2.763  -6.353
H  -0.486  1.860  -4.990
H  1.419  3.804  -6.595
H  0.722  2.264  -7.454
H  1.457  0.693  -5.794
H  1.872  1.998  -4.524
H  3.739  2.631  -5.678
H  1.305  -1.374  -4.432
H  1.307  -3.361  -2.547
H  3.618  -4.677  -2.052
H  5.896  -4.113  -3.364
H  5.841  -2.172  -5.278
Br  1.922  0.114  -0.516
C  2.057  2.058  -0.508
C  3.495  2.507  -0.417
Br  4.183  2.319  1.398
H  1.441  2.416  0.317
H  1.613  2.377  -1.451
H  3.581  3.571  -0.644
H  4.164  1.946  -1.070
Br  0.881  -3.323  0.262
C  -0.712  -2.457  0.978
C  -1.954  -2.931  0.264
Br  -2.123  -2.098  -1.491
H  -0.552  -1.381  0.900
H  -0.740  -2.739  2.030
H  -2.848  -2.630  0.807
H  -1.976  -4.009  0.107
Br  -4.052  2.011  0.760
C  -2.443  2.136  1.855
C  -1.716  3.435  1.616
Br  -0.732  3.393  -0.062
H  -1.839  1.257  1.631
H  -2.796  2.076  2.886
H  -0.961  3.599  2.383
H  -2.379  4.300  1.575
Br  -8.904  4.046  1.690
C  -9.080  2.106  1.631
C  -7.880  1.466  0.979
Br  -7.939  1.663  -0.960
H  -10.017  1.887  1.119
H  -9.161  1.797  2.675
H  -7.875  0.389  1.155
H  -6.931  1.888  1.313
Br  -4.598  -5.049  0.365
C  -3.817  -5.959  -1.172
C  -4.676  -7.116  -1.619
Br  -4.466  -8.651  -0.436
H  -2.808  -6.256  -0.887
H  -3.760  -5.198  -1.953
H  -4.363  -7.470  -2.602
H  -5.740  -6.878  -1.645
Br  -5.139  -3.841  4.384
C  -3.204  -3.627  4.573
C  -2.819  -2.172  4.726
Br  -2.896  -1.239  3.014
H  -2.749  -4.101  3.698
H  -2.940  -4.191  5.462
H  -1.781  -2.082  5.052
H  -3.458  -1.623  5.414
Br  7.479  -1.463  -6.102
C  7.596  0.482  -6.079
C  9.031  0.943  -6.011
Br  9.754  0.746  -4.212
H  6.991  0.827  -5.240
H  7.132  0.806  -7.013
H  9.102  2.010  -6.230
H  9.693  0.395  -6.682
Br  -1.384  -0.532  -5.235
C  -2.981  0.320  -4.511
C  -4.226  -0.175  -5.203
Br  -4.427  0.638  -6.963
H  -2.836  1.397  -4.602
H  -2.994  0.048  -3.454
H  -5.118  0.123  -4.649
H  -4.238  -1.255  -5.348
Br  0.314  4.008  4.598
C  2.044  4.857  4.316
C  1.925  6.078  3.435
Br  1.725  5.593  1.554
H  2.709  4.095  3.908
H  2.386  5.136  5.314
H  2.842  6.668  3.476
H  1.077  6.714  3.690
Br  2.959  3.425  8.065
C  3.540  5.116  8.842
C  2.361  5.966  9.245
Br  1.533  6.810  7.695
H  4.188  5.597  8.109
H  4.131  4.838  9.716
H  2.682  6.794  9.881
H  1.579  5.405  9.757
Br  3.878  -5.805  3.184
C  2.718  -7.067  2.258
C  3.291  -7.455  0.917
Br  3.027  -6.042  -0.399
H  1.734  -6.603  2.188
H  2.660  -7.936  2.917
H  2.767  -8.323  0.512
H  4.360  -7.665  0.949
Br  -4.688  -3.402  6.539
C  -4.012  -3.056  8.352
C  -5.027  -2.310  9.183
Br  -5.083  -0.422  8.699
H  -3.066  -2.521  8.244
H  -3.819  -4.044  8.777
H  -4.749  -2.324  10.239
H  -6.041  -2.697  9.075

Values from the calculation:
Highest occupied orbital energy = -8.3 eV


no.,orbital gap (eV),M (g mol⁻¹),E_tot (eV)
1,10.1764,925.039,-102521.665
2,2.0135,1385.034,-170221.453
3,8.2868,2491.599,-1729045.781